22
Properties=species:S:1:pos:R:3:forces:R:3 method="wB97M-V/def2-TZVPD" total_energy_ha=-628.50439 largest_force_ha_per_bohr=0.093 multiplicity=3 e_homo_ev="-5.33 / -9.93"
C -3.1818 -0.5711 -0.4417 -3.657 -1.747 -0.397
C -2.4525 -1.2913 0.4296 0.911 -2.457 4.003
C -2.6360 0.5902 -1.0156 0.866 2.247 -3.615
C -1.1930 -0.9051 0.8117 -1.393 -2.829 0.283
C -1.3313 0.8789 -0.8596 0.052 2.653 1.098
C -0.5567 0.1654 0.1220 1.346 2.291 -1.202
C 1.2564 1.7744 0.6307 1.962 0.134 -0.409
C 0.7828 0.5870 0.2991 1.149 -2.317 -0.734
C 1.8899 -0.6087 -0.3480 -3.471 1.117 0.263
N 2.8777 -0.7613 0.7028 -1.120 -1.541 1.865
O 2.5562 -1.4330 1.6608 -0.318 -0.571 0.051
O 3.8786 -0.1080 0.6797 1.655 1.343 -1.042
O 2.4197 -0.0455 -1.4615 2.913 0.771 0.953
H -4.2213 -0.9160 -0.6463 0.929 0.607 -0.023
H -2.8639 -2.1452 1.1078 0.365 1.445 -1.841
H -3.1672 1.0643 -1.8822 0.254 -0.107 1.273
H -0.7103 -1.5975 1.4622 0.775 0.140 0.570
H -0.8458 1.8813 -1.1240 -0.939 -1.732 -0.487
H 2.3555 1.9902 0.6275 -1.105 -0.218 -0.040
H 0.6132 2.5934 0.8306 -0.536 0.533 0.463
H 1.2303 -1.5379 -0.5256 1.638 1.275 0.370
H 3.2995 0.3956 -1.0599 -2.275 -1.035 -1.402

12
Properties=species:S:1:pos:R:3:forces:R:3 method="wB97M-V/def2-TZVPD" total_energy_ha=-285.37294 largest_force_ha_per_bohr=0.033 total_charge=+1 multiplicity=3 e_homo_ev="-14.34 / -15.13"
C -0.7837 0.1758 0.1160 0.344 -0.138 -0.574
C 0.6035 -0.1714 0.0126 -0.542 -0.076 -0.220
C -0.3598 1.1175 -1.0398 -0.674 1.470 0.439
C 1.6146 -0.5630 0.9715 0.376 -0.015 0.186
N -1.4200 0.1329 -1.2253 -0.036 -0.705 -0.033
O 0.8400 0.3208 -1.1865 1.012 -0.782 -0.180
H -2.5312 1.0715 1.7888 -0.321 0.180 0.264
H 1.2010 -1.1701 1.7727 -0.071 -0.010 -0.061
H 2.0761 0.3283 1.4158 -0.106 0.067 -0.053
H 2.4186 -1.0817 0.4455 -0.014 -0.046 -0.012
H -1.3027 -0.6963 -1.8206 -0.006 -0.033 0.146
H -2.3564 0.5356 -1.2507 0.038 0.087 0.099

71
Properties=species:S:1:pos:R:3:forces:R:3 method="wB97M-V/def2-TZVPD" total_energy_ha=-2767.06741 largest_force_ha_per_bohr=0.026 total_charge=+1 multiplicity=2 e_homo_ev="-9.51 / -9.48"
Mn 0.7861 1.3455 -0.3319 -0.231 -0.144 -1.236
C 2.8762 -6.1527 -0.6521 -0.021 -0.008 0.001
O 1.5272 -6.5740 -0.5562 0.026 0.010 0.007
C 0.7299 -5.9475 0.3419 0.020 -0.023 -0.023
C 1.1316 -4.8689 1.1285 -0.025 -0.044 0.007
C 0.2320 -4.2824 2.0074 0.007 -0.048 0.195
C -1.0647 -4.7706 2.1196 -0.487 0.192 -0.278
C -1.4345 -5.8894 1.3722 0.000 0.040 -0.086
C -0.5602 -6.4616 0.4733 0.001 0.042 0.033
N -2.0810 -4.3059 3.0304 1.052 -0.123 0.617
N -2.1116 -3.1541 3.4995 -1.120 0.187 -0.750
C -1.4960 -2.0188 2.9042 0.577 -0.059 0.220
C -1.0420 -1.0670 3.7896 0.213 -0.051 -0.094
C -0.2696 0.0364 3.3861 -0.114 -0.091 0.036
C 0.0321 0.2283 2.0526 0.157 0.200 -0.169
O 0.7933 1.1953 1.5875 -0.039 -0.305 0.664
C -0.5790 -0.6642 1.1044 0.040 0.146 0.072
N -0.3731 -0.3542 -0.2145 -0.118 0.366 0.301
C -0.9475 -1.0995 -1.1394 0.004 0.058 -0.031
C -1.8109 -2.1549 -0.8314 0.033 -0.008 0.018
C -2.0270 -2.4726 0.4840 0.069 -0.068 0.021
C -1.3607 -1.7628 1.5054 -0.273 -0.120 0.097
H 3.3433 -6.8022 -1.3859 -0.001 -0.001 -0.004
H 3.3929 -6.2572 0.3048 -0.001 -0.002 -0.002
H 2.9436 -5.1152 -0.9920 0.002 -0.001 0.003
H 2.1419 -4.4895 1.0763 -0.008 -0.006 0.019
H 0.5691 -3.4687 2.6365 -0.022 0.030 -0.045
H -2.4275 -6.2973 1.5144 0.009 0.005 -0.003
H -0.8422 -7.3225 -0.1178 0.013 0.005 0.003
H -1.2491 -1.2305 4.8401 0.044 0.009 -0.001
H 0.1101 0.7384 4.1166 0.013 -0.019 0.000
H -0.7477 -0.8480 -2.1751 -0.030 0.011 0.008
H -2.3037 -2.6942 -1.6276 0.017 -0.004 0.008
H -2.7185 -3.2623 0.7413 0.011 -0.028 0.012
N 0.9433 1.3357 -2.4627 0.006 0.020 0.043
C 2.0636 0.5407 -3.0271 -0.065 0.092 0.033
C 3.4098 1.0761 -2.5629 -0.036 -0.009 0.000
C 3.7153 0.8349 -1.0932 -0.059 -0.016 -0.002
N 2.8798 1.6809 -0.2115 0.039 0.316 0.209
H 0.0688 0.9808 -2.8379 0.012 0.004 -0.063
H 1.0158 2.2827 -2.8264 0.029 -0.014 -0.043
H 2.0198 0.5471 -4.1176 0.020 -0.019 -0.016
H 1.9337 -0.4923 -2.6966 0.017 -0.011 0.007
H 3.4724 2.1487 -2.7828 0.033 -0.010 -0.019
H 4.1899 0.6006 -3.1586 0.003 -0.009 0.004
H 4.7744 1.0084 -0.8979 0.010 0.005 0.003
H 3.5030 -0.2063 -0.8401 0.039 -0.020 0.003
H 3.1355 2.6564 -0.3393 0.067 0.010 -0.015
H 3.0716 1.4723 0.7662 -0.020 0.018 0.052
C -1.7393 2.7613 -1.2127 -0.018 0.009 -0.014
N -2.6657 3.8715 -1.2052 0.058 0.029 0.044
C -3.1204 4.0924 0.1744 -0.013 0.006 0.012
N -1.9986 4.3835 1.0671 0.033 -0.005 -0.065
C -1.0758 3.2686 1.0477 -0.064 0.035 -0.023
N -0.5504 3.0063 -0.3400 0.077 -0.492 0.204
C 0.0946 4.2686 -0.8066 0.030 -0.021 -0.022
N -0.8159 5.3918 -0.7932 -0.033 -0.070 0.024
C -1.9612 5.0764 -1.6549 -0.003 -0.013 0.003
C -1.3102 5.5778 0.5788 -0.004 0.006 0.017
H -1.3912 2.5977 -2.2355 0.000 0.012 -0.009
H -2.2375 1.8575 -0.8565 0.005 -0.001 0.001
H -3.6416 3.2015 0.5278 0.003 -0.003 -0.002
H -3.8143 4.9325 0.1856 -0.012 -0.006 0.001
H -1.5745 2.3636 1.3941 -0.002 -0.007 -0.004
H -0.2261 3.4622 1.6986 0.010 -0.002 0.006
H 0.4573 4.1193 -1.8273 0.008 -0.003 0.001
H 0.9446 4.4758 -0.1523 0.004 0.007 0.014
H -1.6115 4.9291 -2.6791 0.001 -0.002 0.001
H -2.6538 5.9171 -1.6421 -0.001 0.004 -0.008
H -1.9996 6.4215 0.5921 0.004 0.006 0.000
H -0.4681 5.8023 1.2351 0.002 0.004 0.003

7
Properties=species:S:1:pos:R:3:forces:R:3 method="wB97M-V/def2-TZVPD" total_energy_ha=-676.33057 largest_force_ha_per_bohr=0.067 multiplicity=1 e_homo_ev=-9.84
C 1.6886 -3.2922 0.3664 -1.320 -2.108 1.665
N 1.3765 -1.0968 0.0534 -0.834 1.166 -0.321
N 0.2709 -0.9695 0.2385 3.307 0.421 -0.776
N -0.7910 -0.7480 0.7078 -2.526 0.387 2.024
O 0.8726 -3.4813 1.1847 0.908 0.621 -0.866
S 2.7868 -3.3875 -0.7120 1.070 -0.365 -0.869
H -1.5695 -0.6775 0.0976 -0.604 -0.122 -0.857

128
Properties=species:S:1:pos:R:3:forces:R:3 method="wB97M-V/def2-TZVPD" total_energy_ha=-3361.49998 largest_force_ha_per_bohr=0.079 total_charge=+1 multiplicity=2 e_homo_ev="-11.70 / -11.70"
C 0.1782 1.3054 4.9715 0.705 0.620 -1.020
O 0.8292 2.2025 4.0161 -0.458 -0.580 1.449
H -0.8983 1.3223 4.8012 -0.135 0.041 0.300
H 0.5366 0.2864 4.8258 0.035 -0.167 -0.013
H 0.4420 1.5934 5.9891 -0.162 0.232 -0.181
H 0.7601 1.7460 3.1744 0.088 0.258 0.170
C 0.3639 4.6525 0.3764 0.694 1.382 1.600
O -0.4595 3.7356 -0.1917 -1.365 -2.432 -1.755
H 0.7240 5.3113 -0.4138 0.012 0.117 0.230
H -0.2203 5.1775 1.1322 0.270 0.776 -0.044
H 1.1909 4.2119 0.9332 0.418 -0.127 -0.190
H -0.8571 3.1756 0.4791 0.036 0.129 0.174
C 1.7618 4.3870 -3.4940 0.592 0.636 -0.020
O 2.3804 4.4149 -4.7755 -0.208 -1.069 -0.011
H 2.2205 3.6477 -2.8374 0.599 0.016 -0.306
H 1.9803 5.3819 -3.1061 -0.678 -0.091 0.807
H 0.7091 4.1066 -3.4582 -0.299 0.449 -0.441
H 1.9525 5.0907 -5.3062 -0.041 0.050 0.010
C 4.8853 1.5143 2.6905 0.299 1.133 1.130
O 6.2443 1.0174 2.7376 -1.364 -0.014 -0.685
H 4.7289 2.1269 3.5784 -0.064 0.070 0.271
H 4.7143 2.2416 1.8968 0.494 -0.411 -0.440
H 4.0471 0.8184 2.7236 0.390 -0.693 -0.356
H 6.2417 0.3258 3.4034 0.174 -0.082 0.052
C 3.1860 -3.0717 -2.7548 -0.803 0.078 -0.357
O 2.3887 -2.0003 -2.2431 -0.631 -0.553 0.441
H 4.2390 -2.9391 -2.5065 -0.001 0.007 -0.044
H 2.7762 -4.0229 -2.4152 0.123 0.252 0.436
H 3.0278 -3.0688 -3.8332 0.431 0.080 -0.336
H 2.7093 -1.1598 -2.5783 0.804 0.502 -0.564
C -0.8177 0.6647 -2.7951 -1.024 0.470 -1.057
O -0.3304 -0.6120 -2.9376 -0.182 -0.439 -0.302
H -1.6392 0.8036 -3.4980 0.253 0.011 -0.144
H -1.2649 0.7808 -1.8079 0.205 0.097 0.764
H -0.0385 1.4149 -2.9297 0.248 0.216 0.258
H 0.4222 -0.7170 -2.3509 0.816 -0.478 0.877
C 4.2778 5.1019 -0.7444 -1.476 0.155 0.380
O 4.4645 3.8923 -0.0192 0.317 0.011 -0.248
H 4.8553 5.9493 -0.3749 0.573 -0.265 -0.295
H 4.2924 4.9318 -1.8209 0.554 0.225 -0.091
H 3.2519 5.3995 -0.5274 -0.154 -0.031 -0.014
H 5.3684 3.6175 -0.1894 0.173 -0.167 0.251
C -4.4933 -4.1973 0.5981 -0.927 -0.948 0.876
N -3.7799 -4.8717 1.6948 1.390 -0.704 1.463
O -4.3502 -5.6110 2.5032 0.792 1.366 -1.504
O -2.5657 -4.6340 1.6844 -0.812 -0.434 0.496
H -4.2497 -3.1381 0.6799 -0.094 -0.271 -0.455
H -5.5306 -4.4420 0.8266 -0.114 0.439 -0.581
H -4.1191 -4.7454 -0.2666 -0.215 0.659 -0.303
C -3.8193 -1.1866 -2.9497 -0.122 -0.258 0.172
N -4.4691 -0.5729 -1.7603 -1.932 -2.153 1.614
O -5.0450 -1.3219 -0.9550 1.044 0.083 -1.058
O -4.4960 0.6086 -1.6162 0.876 1.766 -0.577
H -2.7611 -1.2886 -2.7090 -0.024 0.242 -0.212
H -4.0632 -0.5346 -3.7885 0.346 -0.146 0.039
H -4.1989 -2.2018 -3.0655 -0.150 0.308 0.035
C 6.7562 -5.2922 1.8892 0.976 -1.068 -0.130
O 6.0695 -4.0644 1.9246 -0.379 1.068 0.233
C 4.8128 -3.9239 1.4916 -0.133 -2.468 -0.498
O 4.1156 -4.8259 1.0547 0.610 1.095 0.264
O 4.4624 -2.6623 1.6256 -0.354 1.413 -0.016
C 3.2190 -2.2523 1.0402 -0.452 -0.293 -0.016
H 7.7095 -5.1549 2.3996 -0.228 0.422 0.244
H 7.0681 -5.5886 0.8877 -0.547 0.122 -0.271
H 6.2765 -6.1402 2.3779 -0.532 0.313 -0.089
H 3.2565 -2.2680 -0.0490 0.160 -0.256 0.018
H 2.9563 -1.2321 1.3201 0.680 0.023 0.374
H 2.3906 -2.8745 1.3789 0.214 -0.265 -0.028
C -1.8550 -0.6039 1.2675 0.629 0.396 -0.031
O -0.6635 -0.4383 0.3749 0.268 0.743 0.084
C 0.3777 0.3752 0.6876 0.433 1.040 1.530
O 0.5956 0.9769 1.7473 -0.972 -1.914 -3.248
O 1.2132 0.4297 -0.3946 -1.107 -0.498 0.208
C 2.2936 1.3810 -0.5134 0.192 0.646 0.568
H -2.7478 -0.7962 0.6726 0.453 -0.083 -0.537
H -2.0644 0.3251 1.7976 0.417 -0.193 0.289
H -1.6905 -1.4723 1.9055 0.146 0.320 0.097
H 3.1704 0.8609 -0.8992 -0.280 -0.178 0.186
H 2.5578 1.9059 0.4047 -0.168 -0.507 0.304
H 2.0227 2.1942 -1.1867 -0.351 -0.285 -0.238
C -3.1764 -1.8045 4.6550 -0.743 -0.616 0.350
O -3.9857 -1.0611 3.7422 0.901 0.775 -0.710
C -5.2252 -0.7557 4.0582 -3.461 -0.003 1.441
O -5.8831 -1.1256 5.0321 1.779 0.400 -1.736
O -5.7268 0.0617 3.0991 1.471 -0.425 -0.472
C -7.1085 0.2129 2.8046 -0.769 -0.287 0.621
H -3.5372 -2.8298 4.5739 0.310 -0.142 0.381
H -3.3009 -1.4389 5.6743 0.004 -0.030 -0.084
H -2.1321 -1.7492 4.3473 -0.240 0.224 -0.156
H -7.5783 -0.6869 2.4073 0.463 -0.332 -0.114
H -7.1934 0.9895 2.0446 0.200 0.042 0.339
H -7.6934 0.4430 3.6952 0.214 0.359 0.050
C -6.5203 5.6322 4.3443 -0.335 0.845 -0.134
O -6.0923 4.4497 3.7031 0.506 -1.991 -1.947
C -5.6501 4.3683 2.3865 0.210 4.038 -0.164
O -5.3453 5.3716 1.7058 -0.749 -2.991 1.801
O -5.5937 3.1020 1.9922 0.256 0.143 0.320
C -4.7424 2.7285 0.8749 0.401 -0.679 1.027
H -6.1809 5.6072 5.3799 0.570 0.041 -0.267
H -7.6038 5.6746 4.4547 -0.180 -0.351 -0.488
H -6.2173 6.5257 3.7985 0.286 -0.070 0.172
H -4.3293 1.7696 1.1878 -0.551 -0.414 -0.044
H -3.8166 3.3010 0.8193 -0.613 0.906 -0.381
H -5.3124 2.5785 -0.0420 0.169 0.517 0.127
C -3.0496 -5.0084 -3.5028 -0.090 -0.736 -1.342
O -2.5893 -4.2053 -2.4567 2.044 0.458 2.099
C -1.3637 -4.5070 -1.8963 2.011 -2.104 -1.640
O -0.6295 -5.4659 -2.1984 -2.502 2.182 0.705
O -0.9692 -3.5429 -1.0759 -1.545 0.883 0.290
C 0.1139 -3.8211 -0.1858 0.847 -0.732 -0.463
H -3.9608 -5.5306 -3.2110 0.011 0.141 0.014
H -2.3211 -5.7389 -3.8546 0.123 -0.004 0.395
H -3.2239 -4.3438 -4.3490 -0.344 -0.022 -0.002
H 0.3662 -2.9557 0.4270 -0.682 0.128 -0.242
H 0.9839 -4.0357 -0.8064 0.094 -0.214 0.212
H -0.1165 -4.6836 0.4396 -0.017 0.111 -0.041
C 5.0554 1.7636 -2.6323 -0.212 0.204 -0.073
O 5.3034 1.5131 -4.0188 -1.097 -1.715 -0.333
C 4.5872 0.5371 -4.6633 -1.048 -0.291 1.397
O 3.6738 -0.2179 -4.1923 2.881 2.371 -0.979
O 5.0251 0.5606 -5.9082 -0.225 -1.025 0.719
C 4.5786 -0.5349 -6.7610 -0.087 1.308 -0.268
H 5.4440 1.0043 -1.9538 0.120 -0.331 -0.317
H 3.9844 1.8661 -2.4575 0.188 0.274 -0.082
H 5.6009 2.6855 -2.4307 -0.301 -0.007 -0.018
H 4.9523 -1.5039 -6.4302 -0.194 0.183 0.158
H 5.0188 -0.2484 -7.7161 -0.141 -0.357 0.016
H 3.4945 -0.4306 -6.8050 0.074 -0.624 -0.123

27
Properties=species:S:1:pos:R:3:forces:R:3 method="wB97M-V/def2-TZVPD" smiles=Cc1ccc(O)cc1.CCC total_energy_ha=-465.84189 largest_force_ha_per_bohr=0.046 multiplicity=1 e_homo_ev=-8.36
C 0.0448 -0.5552 3.7003 -0.106 1.501 1.126
C 1.3336 -0.6962 2.9217 1.220 0.661 -1.171
C -1.2404 -0.9889 3.0088 -0.202 -0.802 0.322
H 0.1294 -0.8636 4.7496 -0.018 -1.065 -0.366
H -0.0777 0.5091 3.9759 0.128 -0.025 -0.750
H 1.7623 0.3032 2.7609 0.078 -0.141 0.191
H -1.6360 -1.8707 3.5174 -0.210 -0.001 -0.136
H -2.0050 -0.2174 3.0343 -0.052 0.054 0.064
H 1.2209 -1.0351 1.8893 -0.613 -0.188 0.050
H 2.1759 -1.3018 3.2660 -0.450 -0.129 0.715
H -1.1078 -1.2746 1.9660 0.228 0.126 -0.041
C -2.2678 2.0565 -1.1699 0.712 0.447 -0.141
C 1.0809 -0.5618 -1.4738 -0.380 0.947 -0.394
C 0.0412 -0.6303 -2.4028 0.069 -0.917 -0.554
C 1.0934 0.4725 -0.5409 0.005 0.103 -0.301
C -1.0592 0.2079 -2.3940 1.138 -0.175 2.035
C 0.0023 1.3529 -0.5067 0.858 -1.191 0.090
C -1.0753 1.1220 -1.3235 -1.743 1.320 -0.947
O 2.1162 -1.4342 -1.6828 0.589 -0.429 1.299
H 0.1286 -1.4393 -3.1204 -0.061 0.100 -0.132
H 2.5836 -1.6118 -0.8323 -0.498 0.319 -0.984
H 1.9636 0.6177 0.0891 -0.059 0.020 0.059
H -1.8916 0.0745 -3.0654 -0.037 0.099 -0.086
H -0.0205 2.2116 0.1482 0.063 -0.114 0.273
H -3.1443 1.6266 -1.6489 -0.162 0.263 0.123
H -2.0040 3.0262 -1.6113 -0.291 -0.188 -0.439
H -2.4567 2.3553 -0.1368 -0.203 -0.597 0.095